1.
{
  "formula": "C43H30IrN2P",
  "method": "ωB97M-V/def2-TZVPD",
  "e_homo_ha": [-0.2331, -0.2838],
  "multiplicity": 5,
  "e_lumo_ev": [0.484, -2.400],
  "e_above_lowest_kcal_mol": 0.4,
  "total_energy_ev": -60181.9103,
  "orbital_gap_ha": [0.251, 0.196],
  "elements": ["H", "C", "C", "C", "C", "C", "H", "H", "C", "C", "C", "C", "N", "C", "Ir", "H", "H", "H", "N", "H", "H", "C", "C", "C", "C", "C", "C", "C", "H", "H", "C", "H", "C", "C", "H", "C", "C", "C", "H", "H", "C", "C", "C", "C", "P", "C", "C", "H", "H", "H", "H", "H", "C", "C", "H", "C", "H", "C", "H", "H", "C", "C", "C", "C", "H", "H", "C", "C", "C", "H", "H", "H", "C", "C", "H", "H", "C"],
  "coordinates": [[0.162, 2.126, -2.839], [-3.387, 3.452, 1.854], [3.489, -4.292, 2.521], [2.274, -4.931, 2.755], [3.502, -2.986, 2.044], [3.268, 0.450, -0.729], [-4.305, -2.891, 4.855], [-5.624, 4.310, -1.172], [0.236, 2.650, -1.893], [-0.320, 3.918, -1.754], [-4.211, 4.561, 1.898], [5.343, 1.681, -0.674], [-6.549, 6.967, 0.874], [0.857, -1.048, -5.227], [-0.394, -0.900, 0.113], [0.696, -1.378, -6.248], [3.472, -1.689, -0.714], [2.306, -1.301, 1.444], [-0.092, -2.277, 1.764], [-2.598, -2.159, 0.995], [2.479, 0.238, -5.723], [-5.870, 6.039, 0.845], [2.314, -2.324, 1.790], [-5.017, 4.874, 0.806], [-2.483, -2.363, 2.053], [3.997, -0.740, -0.684], [-4.993, 4.064, -0.328], [0.859, 2.040, -0.813], [3.403, 2.595, -0.764], [-0.821, 4.382, -2.595], [1.082, -4.271, 2.527], [-4.580, -2.433, 2.434], [-0.992, -2.518, -4.501], [-2.158, -2.887, 4.765], [5.867, 2.629, -0.674], [6.059, 0.493, -0.627], [1.087, -2.952, 2.037], [-1.189, -2.484, 2.587], [-2.033, -3.067, 5.825], [4.442, -2.477, 1.871], [1.246, -0.210, -2.598], [-1.564, -2.612, -2.159], [-0.242, 4.584, -0.541], [-3.349, 2.633, 0.720], [1.445, 0.317, -0.867], [-1.043, -2.747, 3.962], [0.933, 2.712, 0.407], [-2.546, -3.743, -3.723], [-0.685, 5.566, -0.431], [0.453, 4.495, 1.492], [4.420, -4.813, 2.708], [-0.051, -2.791, 4.393], [-0.597, -1.698, -1.814], [0.396, 3.981, 0.540], [-4.236, 5.192, 2.776], [-3.435, -2.783, 4.221], [-4.142, 2.324, -1.247], [1.844, -0.152, -4.937], [-2.196, -3.048, -1.390], [0.137, -4.777, 2.680], [-4.169, 2.955, -0.368], [-1.671, 0.590, 0.544], [0.217, -1.160, -2.865], [2.043, 0.267, -3.604], [1.393, 2.228, 1.261], [7.142, 0.513, -0.589], [-1.768, -3.022, -3.498], [5.384, -0.721, -0.637], [0.026, -1.576, -4.208], [5.939, -1.652, -0.613], [2.259, -5.954, 3.110], [-1.139, -2.829, -5.529], [-3.590, -2.523, 2.862], [3.953, 1.663, -0.727], [-2.755, 3.207, 2.697], [2.835, 0.975, -3.382], [-2.466, 1.507, 0.659]]
}

2.
{
  "formula": "C43H31BiCl9N11O4",
  "method": "ωB97M-V/def2-TZVPD",
  "e_homo_ha": -0.2486,
  "e_lumo_ev": -0.308,
  "e_above_lowest_kcal_mol": 4.8,
  "total_energy_ev": -188218.1192,
  "orbital_gap_ha": 0.237,
  "elements": ["H", "Cl", "Cl", "C", "C", "H", "Cl", "N", "C", "H", "N", "H", "H", "C", "C", "H", "H", "C", "C", "Cl", "Cl", "C", "C", "H", "H", "H", "C", "C", "C", "H", "C", "H", "N", "N", "C", "H", "H", "C", "H", "H", "C", "C", "H", "H", "H", "C", "C", "H", "H", "N", "H", "C", "O", "C", "C", "C", "N", "N", "H", "C", "C", "N", "H", "Cl", "Cl", "C", "C", "H", "C", "H", "C", "H", "C", "C", "Cl", "O", "C", "C", "C", "H", "C", "N", "N", "C", "C", "H", "C", "C", "O", "H", "C", "C", "Bi", "N", "Cl", "C", "H", "C", "O"],
  "coordinates": [[-4.959, -6.194, 1.824], [5.837, -3.431, 1.713], [3.064, -2.882, 3.042], [-4.722, 6.874, -7.825], [-4.105, 6.101, -6.871], [-6.370, 3.590, -6.707], [2.152, 1.812, 2.178], [-1.941, -0.328, -2.252], [-1.411, 3.176, -3.225], [-8.462, 6.838, -9.324], [-1.407, -1.528, 1.789], [-7.815, 7.665, -10.761], [-2.475, -2.276, -2.013], [-1.767, 1.965, 1.608], [-4.673, 4.892, -6.454], [-8.658, -3.696, 0.708], [-5.465, -6.242, 4.272], [-0.459, 4.180, -3.013], [-0.441, 1.574, 1.499], [-3.822, 3.426, 2.605], [-2.942, 1.237, 0.581], [-7.622, 6.887, -10.025], [-3.482, 2.327, -4.222], [-4.290, 7.808, -8.151], [1.332, 2.542, -0.679], [-0.910, -6.045, -1.962], [2.577, -1.219, 1.008], [-5.850, -5.450, 3.634], [4.748, -2.304, 1.002], [1.310, 4.701, -1.914], [0.548, 3.961, -2.105], [-5.241, 2.351, -5.401], [-0.306, 1.789, -1.612], [-0.203, -4.246, -2.306], [-2.523, 3.330, -4.103], [-3.166, 6.407, -6.435], [-2.746, -1.808, 0.269], [-6.513, 5.278, -7.975], [-8.052, -3.895, 2.358], [-0.540, 5.095, -3.581], [-1.284, 1.956, -2.519], [-1.978, -2.392, 3.917], [-0.147, -1.354, 3.378], [-7.454, 4.945, -8.382], [-0.729, -5.619, -3.588], [0.971, -2.578, -2.416], [-5.888, 4.507, -7.013], [-4.654, -2.037, -3.186], [1.588, -1.779, -2.769], [0.647, -2.755, -1.135], [-5.903, -4.528, 4.211], [-4.268, 0.006, -3.719], [-5.149, -2.214, 0.514], [-4.743, -3.021, 1.341], [-1.107, -1.736, 3.061], [0.568, 2.749, -1.413], [-5.395, -4.184, 1.562], [-0.104, -3.815, -1.079], [-1.722, -2.524, 4.957], [-2.774, -1.324, -2.434], [-1.244, 3.501, 3.377], [-2.852, 4.388, -4.890], [-3.922, -5.085, 2.717], [1.245, 3.841, 4.337], [6.604, -1.947, -0.923], [-7.790, -3.576, 1.352], [-5.925, 6.463, -8.409], [-7.517, 5.926, -10.538], [3.505, -2.073, 1.590], [-6.859, -5.720, 3.330], [-3.980, -1.200, -3.126], [-3.908, -3.302, 4.102], [4.172, -0.764, -0.753], [-3.474, -2.698, 2.072], [4.568, 0.042, -2.225], [1.377, -1.040, 1.517], [-4.952, -5.269, 2.412], [5.084, -1.648, -0.171], [-3.191, -2.856, 3.427], [-6.424, -4.051, -0.227], [-3.361, 1.069, -3.585], [-0.979, -5.311, -2.656], [0.444, -3.522, -3.185], [0.094, 3.131, 3.285], [-6.621, -4.383, 0.796], [-6.849, -5.450, 0.787], [0.486, 2.185, 2.332], [-2.537, -2.005, 1.310], [-6.429, 7.265, -9.375], [-7.520, -2.524, 1.376], [-3.981, 4.067, -5.483], [-2.213, 0.870, -2.774], [-0.016, -0.183, 0.042], [-4.405, 2.819, -5.101], [-1.737, 4.662, 4.537], [2.921, -0.542, -0.191], [-5.176, 0.135, -4.294], [-2.183, 2.932, 2.520], [2.019, 0.244, -0.754]]
}

3.
{
  "formula": "C43H32ClIN8NaO3",
  "method": "ωB97M-V/def2-TZVPD",
  "e_homo_ha": -0.1728,
  "e_lumo_ev": 1.614,
  "e_above_lowest_kcal_mol": 5.9,
  "total_energy_ev": -88218.6184,
  "charge": -1,
  "orbital_gap_ha": 0.232,
  "elements": ["O", "C", "C", "H", "N", "C", "H", "C", "C", "C", "H", "N", "O", "H", "H", "C", "H", "C", "H", "H", "Cl", "H", "H", "C", "C", "C", "N", "C", "H", "C", "H", "H", "H", "H", "C", "N", "H", "H", "C", "C", "Na", "C", "C", "C", "C", "H", "H", "H", "C", "H", "C", "N", "C", "H", "C", "C", "H", "C", "H", "C", "H", "H", "C", "C", "C", "N", "C", "H", "H", "N", "H", "C", "N", "H", "H", "C", "C", "C", "C", "C", "C", "C", "O", "H", "C", "I", "C", "C", "C"],
  "coordinates": [[0.452, 1.625, 1.777], [-3.321, -2.464, -0.913], [-0.118, -0.001, -2.841], [0.171, -4.975, 2.130], [-1.189, -0.060, 3.161], [2.380, -2.117, 3.579], [-0.912, 1.881, -3.458], [2.947, -1.097, 2.831], [0.713, -2.355, 1.875], [-2.372, -3.078, 0.053], [3.835, -0.580, 3.168], [-2.279, 1.094, 0.186], [-3.165, -6.873, 1.733], [-1.253, 3.632, -0.540], [-2.915, -0.305, 1.526], [-3.912, 2.412, -0.931], [2.728, 0.046, 1.018], [2.331, 2.559, -1.213], [0.168, -3.793, -2.952], [-5.961, 2.014, -0.425], [0.772, 1.560, 7.657], [-0.792, -2.583, -4.918], [-2.627, -1.508, 3.230], [-0.308, 0.708, 3.836], [1.254, -2.757, 3.098], [0.897, 3.031, -1.142], [0.355, -0.649, -1.785], [-5.030, -1.522, -2.834], [3.066, 4.493, -0.609], [-0.187, 0.642, 5.254], [-0.832, -0.470, 6.984], [-3.520, -4.922, 0.077], [-2.374, -1.922, 5.682], [-3.275, -0.452, -3.460], [3.331, 3.481, -0.887], [-2.858, -1.614, -1.828], [0.901, -2.446, -0.984], [-5.022, -3.531, -0.133], [0.074, -2.716, -2.955], [-1.723, -5.099, 1.179], [-0.129, 0.338, 0.307], [-0.530, -0.660, -3.996], [-2.633, -4.402, 0.411], [0.500, 1.627, 3.038], [-1.966, -6.592, 1.554], [-4.146, 3.194, -1.645], [0.748, 3.320, -0.097], [-6.555, -2.720, -1.901], [-0.106, 1.515, -2.810], [5.967, 1.397, -1.239], [4.948, 1.760, -1.231], [-0.204, 2.115, -1.478], [-5.520, -2.400, -1.882], [-5.665, -1.129, -3.617], [-1.916, -0.931, 3.817], [-3.250, 0.461, 0.835], [-0.910, -0.100, -4.843], [-4.923, 1.756, -0.250], [-5.356, 0.235, 1.209], [2.335, -0.755, 1.637], [2.017, 3.188, 5.718], [0.791, -3.549, 3.670], [-0.940, -0.354, 5.914], [-1.451, 2.839, -1.267], [-0.456, -3.070, 1.307], [2.623, 1.315, -1.549], [1.297, 2.499, 3.813], [4.060, -0.113, -1.833], [-1.790, 3.332, -2.191], [1.251, -1.361, 1.168], [0.833, 3.950, -1.754], [-4.662, -2.866, -0.906], [-1.315, -2.393, 0.531], [0.835, 1.826, -3.270], [2.813, -2.413, 4.526], [-0.451, -2.040, -4.044], [3.894, 0.925, -1.554], [0.662, 1.556, 5.910], [1.383, 2.482, 5.200], [-0.593, -4.426, 1.594], [0.468, -1.971, -1.853], [-4.591, 0.765, 0.660], [-0.932, -7.277, 1.626], [5.439, 3.767, -0.631], [4.650, 3.074, -0.893], [2.428, 3.904, 2.731], [-2.594, 2.051, -0.675], [-1.799, -1.142, 5.201], [-3.697, -1.155, -2.746]]
}

4.
{
  "formula": "C43H33AlN6P",
  "method": "ωB97M-V/def2-TZVPD",
  "e_homo_ha": -0.3827,
  "e_lumo_ev": -2.155,
  "e_above_lowest_kcal_mol": 0.0,
  "total_energy_ev": -69951.2025,
  "charge": 1,
  "orbital_gap_ha": 0.304,
  "elements": ["H", "C", "C", "C", "C", "Al", "C", "H", "H", "H", "C", "C", "H", "C", "C", "C", "H", "C", "N", "C", "C", "H", "H", "H", "H", "H", "H", "C", "C", "H", "H", "C", "N", "C", "N", "C", "N", "H", "C", "H", "C", "C", "C", "C", "C", "H", "C", "C", "H", "H", "H", "H", "H", "C", "C", "C", "H", "P", "C", "H", "C", "C", "C", "H", "C", "H", "N", "C", "N", "H", "H", "C", "H", "C", "C", "H", "H", "C", "H", "C", "C", "C", "H", "C"],
  "coordinates": [[0.871, -4.246, 1.816], [3.328, -3.291, -1.506], [-0.426, 0.788, -1.523], [1.473, -1.754, -1.841], [0.508, -0.987, 3.810], [-1.387, -0.212, -0.149], [3.831, 2.820, -4.212], [-4.244, 1.067, 1.011], [2.987, 0.874, -1.569], [4.988, 1.722, -2.777], [2.294, -2.533, 4.285], [-1.083, 1.277, 2.230], [0.389, 3.163, 0.116], [3.993, 1.987, -3.105], [2.556, 3.177, -4.637], [2.775, -3.795, -0.345], [0.450, 2.973, -4.302], [3.062, -1.946, 3.282], [0.696, -3.574, 1.087], [2.554, 2.506, 2.642], [-3.679, 1.974, 2.864], [2.841, 1.724, 3.334], [3.146, -0.437, 1.757], [-1.993, -3.935, 1.689], [4.010, 3.883, 3.401], [-0.481, -0.600, 4.035], [0.440, -2.476, 5.360], [1.263, -0.393, 2.800], [1.024, -2.044, 4.555], [2.445, 3.835, -5.488], [-5.421, -0.612, -5.692], [-1.590, -2.937, 1.876], [-2.544, -1.899, 1.543], [2.865, 4.744, 1.805], [-2.959, -1.030, -1.087], [-4.671, -1.426, -2.537], [5.934, 3.700, -5.450], [-2.693, -1.277, 2.321], [3.218, 3.727, 2.680], [4.272, -3.686, -1.861], [2.879, 1.514, -2.436], [-0.377, -2.775, 1.010], [0.922, -2.232, -0.653], [4.997, 3.314, -4.907], [1.590, 1.856, -2.868], [-1.310, -2.899, 2.929], [-2.882, -0.109, -3.484], [-3.619, -0.066, -4.652], [3.389, 5.690, 1.836], [0.969, -0.994, -2.421], [-2.859, 2.830, 4.659], [3.257, -4.580, 0.225], [-0.525, 2.231, 4.088], [-3.809, -2.263, 0.931], [-1.338, 1.966, 3.418], [-2.641, 2.303, 3.738], [2.696, -3.358, 4.862], [0.543, 0.773, 1.592], [1.443, 2.695, -3.971], [-6.398, -1.847, -3.780], [0.467, 1.307, -2.156], [1.179, 3.327, 0.842], [-3.418, 1.292, 1.683], [1.557, 5.336, 0.206], [2.550, -0.887, 2.546], [-1.923, 0.382, -3.394], [-0.300, -1.937, -0.007], [-2.111, 0.923, 1.330], [-4.916, -2.020, -1.302], [-4.696, 2.256, 3.112], [4.057, -2.319, 3.070], [-5.426, -1.376, -3.702], [-4.639, -1.837, 1.494], [1.528, 2.301, 1.727], [2.677, -2.294, -2.247], [-5.718, -2.580, -1.066], [3.128, -1.944, -3.168], [1.560, -3.250, 0.046], [-3.222, 0.466, -5.507], [1.840, 4.544, 0.887], [-4.873, -0.684, -4.760], [-3.434, -0.801, -2.405], [-3.952, -3.346, 0.925], [-3.881, -1.760, -0.488]]
}

5.
{
  "formula": "C43H33BrNO2Ta",
  "method": "ωB97M-V/def2-TZVPD",
  "e_homo_ha": -0.5048,
  "e_lumo_ev": -8.077,
  "e_above_lowest_kcal_mol": 45.5,
  "total_energy_ev": -122292.9126,
  "charge": 2,
  "orbital_gap_ha": 0.208,
  "elements": ["H", "H", "H", "H", "H", "C", "H", "H", "C", "C", "C", "C", "C", "C", "H", "H", "H", "H", "H", "C", "H", "C", "C", "C", "H", "C", "C", "C", "Br", "C", "C", "C", "C", "Ta", "C", "C", "H", "H", "H", "C", "H", "C", "H", "H", "H", "C", "H", "H", "H", "C", "C", "H", "H", "H", "C", "H", "C", "C", "C", "C", "C", "C", "C", "H", "H", "C", "C", "C", "O", "O", "C", "C", "C", "H", "H", "C", "C", "C", "C", "H", "N"],
  "coordinates": [[0.295, 5.855, 1.081], [3.404, 3.950, 5.482], [2.111, 1.238, -1.028], [3.174, 2.533, -0.423], [5.271, 3.658, 3.879], [6.028, -0.350, -0.456], [-5.715, -1.575, 2.873], [-2.958, 2.412, 1.530], [3.264, 3.368, 4.581], [2.035, 2.789, 4.310], [-2.763, 0.819, 0.142], [-2.433, 1.472, -2.319], [0.137, -5.284, 0.476], [-5.595, -0.857, 2.072], [0.000, -2.434, -1.314], [3.619, -1.065, 2.462], [-3.198, 2.894, -0.124], [-5.157, 1.648, -0.833], [4.984, 2.275, 1.877], [-0.025, -3.755, 4.398], [2.293, 4.498, 0.471], [-1.047, 4.208, 0.811], [4.292, -0.874, 1.634], [-2.477, -1.211, -3.042], [-7.412, 1.063, -0.034], [1.148, 2.716, 0.182], [-2.320, 1.104, -3.653], [-2.562, 2.286, 0.519], [-0.409, -1.032, 3.714], [-2.577, 0.499, -1.338], [-4.158, 0.399, 0.603], [0.116, -4.759, 1.790], [0.013, -3.070, -0.433], [-0.070, -0.269, 1.114], [-2.346, -0.232, -4.019], [2.341, 1.882, -0.174], [1.203, 2.925, 4.990], [4.677, 1.196, -1.029], [0.296, -6.684, 2.732], [0.196, 4.809, 0.825], [0.072, -4.871, -1.616], [1.869, 2.032, 3.160], [-2.412, 2.523, -2.060], [0.878, 1.628, 2.947], [6.703, -0.139, -1.275], [-0.017, -2.511, 0.821], [-1.941, 4.778, 1.027], [7.220, -1.947, 0.327], [-3.456, -0.965, 2.106], [4.312, 3.196, 3.688], [2.749, 0.977, 1.009], [0.196, -6.358, 0.357], [-2.218, 1.870, -4.411], [5.655, -2.426, 2.188], [-6.544, 0.622, 0.439], [-2.749, -1.613, -0.955], [-4.322, -0.514, 1.639], [4.003, 0.155, 0.738], [-1.164, 2.857, 0.505], [0.192, -5.621, 2.910], [-5.276, 0.960, -0.003], [0.134, -5.136, 4.185], [6.315, -1.367, 0.439], [-2.279, -0.512, -5.061], [-0.106, -3.366, 5.405], [4.148, 2.420, 2.549], [1.307, 4.054, 0.490], [2.922, 1.821, 2.279], [-1.768, 0.077, 0.832], [1.656, 0.091, 1.184], [0.001, -3.348, 1.971], [-0.091, -2.935, 3.317], [0.072, -4.464, -0.614], [-7.699, -0.545, 1.821], [0.192, -5.794, 5.040], [4.873, 0.409, -0.312], [5.439, -1.633, 1.483], [-2.596, -0.848, -1.710], [-6.708, -0.282, 1.478], [-2.515, -2.256, -3.321], [-0.069, 2.120, 0.222]]
}